Record 1
Computed, not measured: an isolated molecule of C20H21FN2O2, with ωB97M-V/def2-TZVPD.

Values from the calculation:
spin multiplicity	1
molecular weight	340.40	Da
SMILES	Cc1ccc(CN2C(=O)CC[C@@H]2C(=O)NCc2ccc(F)cc2)cc1
ΔE to the lowest compared entry with this formula, charge and spin	7.3	kJ/mol
maximum force	0.58	eV/A
energy	-1134.6429	hartree

Positions of all 46 atoms, in Å:
F -5.98 -0.01 -1.02
O 5.05 -0.25 0.01
O 1.31 0.78 1.39
N 3.01 0.31 -0.82
N -0.11 1.93 0.07
C 0.61 -2.65 1.24
C 2.69 -0.96 -1.43
C -2.47 1.49 0.51
C 2.09 1.42 -0.81
C -4.82 0.48 -0.51
C -2.52 0.20 -0.01
C -3.69 -0.31 -0.53
C 1.06 1.31 0.33
C 3.00 2.62 -0.52
C 4.11 1.99 0.33
C -0.66 -2.62 -0.78
C -4.81 1.76 0.00
C 0.38 -1.97 -1.43
C 4.16 0.55 -0.14
C 1.66 -2.02 0.60
C -1.69 -3.66 1.25
C 1.55 -1.67 -0.74
C -1.17 2.02 1.05
C -3.62 2.26 0.51
C -0.56 -2.96 0.56
H -0.84 1.43 1.91
H -1.63 -3.53 2.33
H -0.28 2.34 -0.83
H -1.65 -4.73 1.04
H 5.08 2.48 0.22
H -5.71 2.36 0.00
H 0.70 -2.91 2.28
H -1.56 -2.87 -1.33
H -2.65 -3.29 0.90
H 1.57 1.49 -1.78
H 2.46 -0.80 -2.49
H 2.48 3.42 0.00
H 3.42 3.01 -1.45
H -1.62 -0.41 0.00
H -1.30 3.06 1.37
H 0.28 -1.71 -2.47
H -3.60 3.26 0.92
H 3.60 -1.56 -1.35
H 3.84 1.98 1.39
H 2.56 -1.78 1.13
H -3.74 -1.31 -0.94


Record 2
Computed, not measured: a cluster of 7 separate species, C5H25N2O6 in total, with ωB97M-V/def2-TZVPD.

Values from the calculation:
spin multiplicity	2
<S²>	0.75
molecular weight	209.26	Da
ΔE to the lowest compared entry with this formula, charge and spin	191.8	kJ/mol
maximum force	5.31	eV/A
energy	-766.2363	hartree

Positions of all 38 atoms, in Å:
O -3.69 1.85 -2.48
O 1.28 -2.22 -2.90
O 2.23 0.86 1.65
O -0.23 0.36 -4.31
O 1.04 2.61 3.09
O 1.63 1.24 -1.49
N -1.68 1.67 0.31
N 0.50 -0.57 0.25
C -0.81 -1.72 2.00
C -0.90 -0.70 0.90
C -1.29 0.76 1.26
C 1.38 -1.70 0.65
C 0.31 -2.57 1.43
H 0.07 2.52 3.00
H 2.20 -1.99 -2.95
H 0.98 0.37 0.33
H -0.87 2.00 -0.26
H 2.02 -2.07 -0.27
H 0.30 -0.70 -0.78
H 1.56 2.08 -1.20
H 0.96 -3.23 2.07
H 2.35 1.47 2.34
H 1.45 1.23 -2.44
H -0.68 -1.52 3.01
H 1.36 -2.88 -3.77
H -1.56 -1.12 0.21
H -2.37 1.43 -0.30
H 3.10 0.99 1.14
H -0.06 -3.41 0.79
H -1.68 -2.33 2.24
H -2.10 0.52 2.03
H -1.07 0.60 -4.01
H -0.52 1.13 1.86
H -4.42 1.29 -2.60
H 2.13 -1.40 1.42
H -0.18 -0.53 -3.99
H 1.02 3.58 3.35
H -3.77 2.12 -1.58


Record 3
Computed, not measured: a cluster of 2 separate species, C8H16NO in total, with ωB97M-V/def2-TZVPD.

Values from the calculation:
spin multiplicity	1
molecular weight	142.22	Da
total charge	+1
ΔE to the lowest compared entry with this formula, charge and spin	264.8	kJ/mol
maximum force	0.74	eV/A
energy	-444.0841	hartree

Positions of all 26 atoms, in Å:
O -0.50 -0.56 1.37
N -0.33 0.35 0.35
C -0.22 -2.14 -1.20
C -1.19 0.07 2.47
C 1.25 -0.37 -2.26
C 0.99 -1.35 -1.22
C 2.02 -1.63 -0.22
C -1.40 1.52 2.04
C -0.80 1.49 0.65
C -0.79 2.65 -0.26
H -0.56 -0.04 3.36
H 0.54 -0.42 -3.07
H -2.44 1.82 2.01
H 1.19 0.62 -1.82
H -0.69 -2.02 -0.22
H 0.02 -3.21 -1.23
H -0.92 -1.88 -1.99
H 2.27 -0.45 -2.64
H -0.74 3.58 0.31
H 2.43 -0.70 0.19
H 2.87 -2.11 -0.70
H -0.86 2.24 2.67
H -2.13 -0.47 2.62
H -1.72 2.66 -0.84
H 0.04 2.61 -0.95
H 1.67 -2.26 0.58


Record 4
Computed, not measured: a structure of composition C8H7NNdO6, with ωB97M-V/def2-TZVPD.

Values from the calculation:
spin multiplicity	4
<S²>	3.76
molecular weight	357.38	Da
total charge	+3
maximum force	13.89	eV/A
energy	-1375.2682	hartree

Positions of all 23 atoms, in Å:
Nd -1.18 -1.39 -0.04
O -3.27 -0.87 2.50
O -0.29 0.42 0.24
O 0.77 -3.20 1.98
O -3.48 -0.19 -2.13
O 0.56 -2.51 -2.65
O -3.01 -4.49 -0.41
N 1.42 1.79 0.09
C -0.13 -2.25 -1.75
C 0.91 0.58 -0.13
C -2.42 -3.50 -0.29
C 0.01 -2.69 1.25
C 2.79 2.04 -0.32
C 0.60 2.83 0.72
C -2.75 -0.74 -1.41
C -2.61 -1.18 1.60
H 2.88 1.88 -1.40
H 3.46 1.35 0.20
H 3.07 3.07 -0.09
H -0.29 3.03 0.11
H 1.18 3.75 0.81
H 1.50 -0.23 -0.60
H 0.29 2.50 1.72


Record 5
Computed, not measured: a cluster of 2 separate species, C13H24FN3O7 in total, with ωB97M-V/def2-TZVPD.

Values from the calculation:
spin multiplicity	1
molecular weight	353.35	Da
SMILES	CNC(=O)[C@H](CCC(N)=O)NC(C)=O.O=C(CO)[C@@H](O)[C@H](O)CF
maximum force	2.07	eV/A
energy	-1300.6146	hartree

Positions of all 48 atoms, in Å:
F -3.66 0.28 1.59
O -0.96 3.55 2.14
O 3.16 2.34 2.53
O -1.13 1.27 0.62
O -0.12 -2.83 1.21
O 1.09 0.98 3.63
O 1.77 2.38 -1.72
O -1.87 -1.67 -3.05
N 2.80 1.12 -3.16
N -1.29 -1.46 -0.89
N 1.47 -3.76 -0.01
C -0.74 2.27 2.78
C -2.15 -1.36 -1.90
C 0.72 0.28 -2.20
C -1.49 1.17 2.01
C -3.53 -0.83 -1.57
C 1.83 2.62 2.05
C 0.10 -1.92 -1.01
C 2.26 -4.02 -1.21
C 1.80 1.34 -2.34
C 0.76 1.90 2.88
C 1.04 -0.70 -1.06
C -3.01 1.31 2.19
C 0.47 -2.87 0.14
H -4.14 -0.84 -2.48
H -1.85 3.89 2.31
H 1.74 2.28 1.01
H 2.91 -4.88 -1.04
H -3.99 -1.46 -0.82
H -3.25 1.31 3.26
H 1.65 -4.32 0.81
H 2.89 -3.16 -1.44
H 2.85 0.28 -3.71
H 1.00 -0.17 -0.11
H -1.19 0.18 2.39
H -3.44 0.18 -1.20
H -3.35 2.25 1.76
H 1.66 3.70 2.06
H 3.18 1.44 2.91
H -1.11 2.31 3.81
H 3.48 1.86 -3.22
H -0.23 0.78 -2.00
H -1.60 -1.16 0.03
H 1.61 -4.23 -2.06
H 0.20 -2.46 -1.95
H 0.63 -0.27 -3.14
H 2.07 -1.06 -1.19
H -1.08 2.20 0.36


Record 6
Computed, not measured: a structure of composition C14H37IInNO16P3S, with ωB97M-V/def2-TZVPD.

Values from the calculation:
spin multiplicity	1
molecular weight	842.15	Da
total charge	-1
maximum force	1.34	eV/A
energy	-3724.7265	hartree

Positions of all 74 atoms, in Å:
I 1.64 2.95 -3.69
In 3.01 2.40 -1.34
S 1.19 2.39 0.45
P -3.20 1.40 -4.89
P 0.09 3.07 6.87
P 0.47 -6.06 -0.01
O -0.80 1.78 6.54
O 1.23 -5.58 1.31
O -0.67 4.26 6.14
O 0.46 1.12 0.46
O -2.68 0.67 -3.60
O -4.08 0.29 -5.63
O 5.22 -1.11 -2.17
O 0.43 -7.51 -0.20
O 0.33 3.27 8.30
O -1.88 1.50 -5.77
O 1.72 2.78 1.76
O 2.21 -1.09 -1.53
O 1.36 2.88 6.00
O -0.98 -5.38 0.10
O 1.18 -5.24 -1.13
O -3.89 2.66 -4.65
N 3.89 0.45 -1.19
C 0.64 -5.85 2.58
C 1.47 -3.83 -0.95
C -1.78 -0.45 -3.67
C 2.96 -0.85 0.71
C 4.89 0.82 -3.47
C 2.96 -0.53 -0.75
C -2.04 4.50 6.45
C 4.69 0.00 -2.24
C -2.01 1.82 -7.16
C 0.00 3.65 -0.01
C -5.15 0.70 -6.49
C -1.73 1.28 7.50
C -2.09 -6.14 0.57
C 1.28 2.88 4.54
H -1.04 2.15 -7.51
H 5.75 0.47 -4.02
H 0.24 -6.86 2.62
H -4.97 0.28 -7.49
H 1.83 2.03 4.16
H 1.98 -0.60 1.10
H -2.84 -6.18 -0.22
H -2.74 2.61 -7.32
H -2.28 5.51 6.12
H -0.15 -5.12 2.78
H -6.09 0.31 -6.10
H 4.13 3.66 -0.88
H -0.80 -0.13 -3.30
H 1.14 -3.29 -1.83
H -0.79 3.21 -0.60
H 0.50 4.46 -0.54
H -2.72 1.26 7.06
H 4.97 1.89 -3.30
H 0.25 2.82 4.20
H -5.22 1.78 -6.56
H 1.74 3.79 4.17
H -1.74 1.89 8.40
H -2.22 4.42 7.53
H -2.30 0.92 -7.72
H -0.43 4.04 0.91
H -1.81 -7.16 0.83
H -2.67 3.79 5.92
H -1.44 0.26 7.77
H -2.17 -1.24 -3.04
H 3.73 -0.31 1.25
H -1.67 -0.82 -4.69
H 3.10 -1.92 0.80
H 0.96 -3.42 -0.08
H 4.01 0.68 -4.10
H 1.42 -5.74 3.33
H 2.54 -3.71 -0.84
H -2.52 -5.64 1.44


Question: Which of these has the lowest maximum force?
Answer: C20H21FN2O2


Copy entry 1 word for word.
Computed, not measured: an isolated molecule of C20H21FN2O2, with ωB97M-V/def2-TZVPD.

Values from the calculation:
spin multiplicity	1
molecular weight	340.40	Da
SMILES	Cc1ccc(CN2C(=O)CC[C@@H]2C(=O)NCc2ccc(F)cc2)cc1
ΔE to the lowest compared entry with this formula, charge and spin	7.3	kJ/mol
maximum force	0.58	eV/A
energy	-1134.6429	hartree

Positions of all 46 atoms, in Å:
F -5.98 -0.01 -1.02
O 5.05 -0.25 0.01
O 1.31 0.78 1.39
N 3.01 0.31 -0.82
N -0.11 1.93 0.07
C 0.61 -2.65 1.24
C 2.69 -0.96 -1.43
C -2.47 1.49 0.51
C 2.09 1.42 -0.81
C -4.82 0.48 -0.51
C -2.52 0.20 -0.01
C -3.69 -0.31 -0.53
C 1.06 1.31 0.33
C 3.00 2.62 -0.52
C 4.11 1.99 0.33
C -0.66 -2.62 -0.78
C -4.81 1.76 0.00
C 0.38 -1.97 -1.43
C 4.16 0.55 -0.14
C 1.66 -2.02 0.60
C -1.69 -3.66 1.25
C 1.55 -1.67 -0.74
C -1.17 2.02 1.05
C -3.62 2.26 0.51
C -0.56 -2.96 0.56
H -0.84 1.43 1.91
H -1.63 -3.53 2.33
H -0.28 2.34 -0.83
H -1.65 -4.73 1.04
H 5.08 2.48 0.22
H -5.71 2.36 0.00
H 0.70 -2.91 2.28
H -1.56 -2.87 -1.33
H -2.65 -3.29 0.90
H 1.57 1.49 -1.78
H 2.46 -0.80 -2.49
H 2.48 3.42 0.00
H 3.42 3.01 -1.45
H -1.62 -0.41 0.00
H -1.30 3.06 1.37
H 0.28 -1.71 -2.47
H -3.60 3.26 0.92
H 3.60 -1.56 -1.35
H 3.84 1.98 1.39
H 2.56 -1.78 1.13
H -3.74 -1.31 -0.94